No. 1
Computed, not measured: C39H33BrILuN5O2 as an isolated structure, with ωB97M-V/def2-TZVPD.

The geometry in ORCA input format:
```
! wB97M-V def2-TZVPD RIJCOSX def2/J DEFGRID3
* xyz 1 1
Lu 0.24 -0.23 -0.08
C -3.01 -1.66 -0.36
C -2.89 -2.65 0.80
C -2.31 -2.12 2.09
C -2.84 -2.60 3.28
C -2.26 -2.24 4.49
C -1.17 -1.38 4.45
C -0.74 -0.92 3.22
N -1.28 -1.27 2.04
N -1.84 -1.57 -1.27
C -1.43 -2.90 -1.78
C -0.09 -3.39 -1.29
C 0.22 -4.75 -1.34
C 1.53 -5.16 -1.13
C 2.50 -4.19 -0.90
C 2.09 -2.87 -0.80
N 0.83 -2.48 -0.96
C -2.26 -0.75 -2.41
C -2.38 0.72 -2.17
C -3.26 1.46 -2.96
C -3.26 2.84 -2.87
C -2.35 3.44 -2.00
C -1.54 2.63 -1.24
N -1.55 1.29 -1.28
H -3.20 -0.66 0.03
H -3.89 -1.96 -0.95
H -2.29 -3.51 0.50
H -3.89 -3.02 1.03
H -3.70 -3.24 3.27
H -2.64 -2.61 5.42
H -0.67 -1.07 5.35
H 0.10 -0.24 3.19
H -1.30 -2.82 -2.86
H -2.20 -3.66 -1.62
H -0.55 -5.47 -1.58
H 1.79 -6.20 -1.17
H 3.54 -4.45 -0.80
H 2.81 -2.09 -0.57
H -3.21 -1.13 -2.82
H -1.50 -0.85 -3.20
H -3.93 0.95 -3.64
H -3.91 3.44 -3.49
H -2.28 4.51 -1.91
H -0.82 3.08 -0.57
Br 0.29 5.54 0.50
C -0.55 5.30 2.19
C -1.12 6.39 2.83
C -1.72 6.23 4.06
C -1.76 4.98 4.66
C -1.19 3.89 4.02
C -0.59 4.04 2.78
I 0.33 2.27 1.85
H -1.07 7.36 2.36
H -2.16 7.08 4.56
H -2.22 4.85 5.62
H -1.20 2.92 4.48
C 3.81 -1.69 3.51
C 2.78 -2.54 3.16
C 1.84 -2.16 2.22
C 1.84 -0.89 1.60
C 2.91 -0.06 1.98
C 3.88 -0.45 2.90
H 4.55 -1.98 4.24
H 2.71 -3.52 3.61
H 1.06 -2.88 1.99
H 3.01 0.93 1.55
H 4.69 0.23 3.14
O 0.04 -0.73 -4.50
C 0.83 -0.11 -3.81
N 0.72 0.02 -2.44
C 1.76 0.73 -1.99
O 1.85 1.06 -0.79
C 2.68 1.08 -3.09
C 3.88 1.75 -3.12
C 4.44 1.98 -4.37
C 3.80 1.59 -5.53
C 2.59 0.89 -5.49
C 2.06 0.61 -4.25
H 4.35 2.09 -2.22
H 5.39 2.50 -4.44
H 4.23 1.84 -6.49
H 2.08 0.60 -6.40
*
```

Properties
- orbital gap (Ha) = 0.2916
- energy relative to the best compared isomer or geometry (same formula, charge and spin) (kcal/mol) = 22.7

Löwdin population analysis, charges in e, atoms 1 to 5: 1.5558 -0.1760 -0.1060 -0.2700 -0.0144

***

No. 2
Computed, not measured: C39H33N4O3P2PdSSe2 as an isolated structure, with ωB97M-V/def2-TZVPD.

The geometry in ORCA input format:
```
! wB97M-V def2-TZVPD RIJCOSX def2/J DEFGRID3
* xyz -1 1
Pd -0.27 -2.29 0.91
Se -0.29 4.07 -1.41
P 1.12 2.63 -2.06
C 2.81 3.28 -2.09
C 3.83 2.56 -2.71
C 5.13 3.03 -2.70
C 5.42 4.24 -2.08
C 4.41 4.97 -1.48
C 3.11 4.49 -1.48
C 0.85 2.05 -3.77
C 1.19 0.75 -4.14
C 1.01 0.33 -5.45
C 0.48 1.21 -6.39
C 0.14 2.50 -6.02
C 0.32 2.92 -4.71
C 1.24 1.13 -1.08
C 0.38 0.08 -0.75
N 1.06 -0.69 0.12
N 2.25 -0.15 0.34
N 2.39 0.93 -0.38
P -1.34 -0.43 -0.98
Se -1.63 -2.54 -1.31
C -2.03 0.50 -2.37
C -2.73 1.68 -2.19
C -3.23 2.38 -3.28
C -3.04 1.88 -4.56
C -2.35 0.69 -4.75
C -1.85 0.00 -3.66
C -2.15 0.11 0.54
C -3.12 -0.70 1.14
C -3.79 -0.24 2.26
C -3.49 0.99 2.81
C -2.50 1.79 2.23
C -1.83 1.35 1.10
H 3.61 1.61 -3.19
H 5.92 2.45 -3.17
H 6.44 4.61 -2.07
H 4.64 5.92 -1.00
H 2.31 5.05 -1.01
H 1.59 0.07 -3.40
H 1.27 -0.68 -5.73
H 0.32 0.87 -7.41
H -0.28 3.18 -6.75
H 0.03 3.92 -4.41
H -2.90 2.07 -1.19
H -3.75 3.31 -3.13
H -3.42 2.43 -5.41
H -2.20 0.30 -5.75
H -1.31 -0.93 -3.81
H -3.36 -1.66 0.70
H -4.54 -0.87 2.73
H -3.99 1.33 3.71
H -2.25 2.73 2.68
H -1.06 1.97 0.65
C 1.00 -3.60 0.09
C 1.85 -4.05 1.21
C 2.81 -3.20 1.77
C 3.55 -3.62 2.87
C 3.37 -4.89 3.40
C 2.44 -5.75 2.83
C 1.69 -5.33 1.74
H 0.41 -4.38 -0.38
H 1.48 -2.92 -0.60
H 2.95 -2.21 1.36
H 4.27 -2.94 3.31
H 3.95 -5.21 4.26
H 2.30 -6.75 3.23
H 0.97 -6.01 1.29
N -0.75 -3.54 2.91
C -1.25 -2.51 3.79
C -2.41 -2.71 4.52
C -2.92 -1.69 5.31
C -2.25 -0.48 5.40
C -1.07 -0.30 4.70
C -0.58 -1.30 3.89
S -2.96 0.87 6.35
O -2.61 0.59 7.73
O -2.34 2.06 5.78
O -4.39 0.76 6.06
H -1.29 -4.39 3.01
H 0.22 -3.74 3.10
H -2.94 -3.66 4.45
H -3.85 -1.82 5.85
H -0.57 0.66 4.77
H 0.35 -1.15 3.34
*
```

Properties
- orbital gap (Ha) = 0.2582
- energy relative to the best compared isomer or geometry (same formula, charge and spin) (kcal/mol) = 1.6

Löwdin population analysis, charges in e, atoms 1 to 5: 0.5618 0.3298 0.5579 -0.3436 -0.0840

***

No. 3
Computed, not measured: C39H33N5OP2S2Tc as an isolated structure, with ωB97M-V/def2-TZVPD.

The geometry in ORCA input format:
```
! wB97M-V def2-TZVPD RIJCOSX def2/J DEFGRID3
* xyz 0 2
Tc -1.02 0.27 -0.68
N -3.78 0.24 -4.17
C -3.06 0.00 -3.03
S -2.53 1.38 -2.12
N -2.79 -1.22 -2.73
N -1.95 -1.43 -1.66
C -2.22 -2.63 -1.13
C -1.36 -3.41 -0.37
C -1.80 -4.68 0.11
C -0.92 -5.58 0.60
C 0.51 -5.30 0.59
C 0.97 -4.10 0.22
C 0.04 -2.96 -0.07
O 0.61 -0.67 0.66
H -4.24 1.13 -4.24
H -4.28 -0.55 -4.55
H -3.17 -3.07 -1.42
H -2.85 -4.92 0.02
H -1.27 -6.55 0.95
H 1.20 -6.09 0.85
H 2.04 -3.91 0.17
C 0.05 -1.96 1.12
P 2.09 -0.15 0.08
C 3.21 -1.54 0.45
C 4.05 -2.15 -0.47
C 4.93 -3.14 -0.05
C 4.98 -3.52 1.28
C 4.17 -2.89 2.21
C 3.30 -1.89 1.80
C 1.82 -0.14 -1.76
C 0.44 -0.44 -3.35
C 0.77 0.49 -4.50
C 1.84 1.29 -4.53
C 2.88 1.39 -3.50
C 2.89 0.81 -2.30
C -1.27 -1.53 1.69
C -1.86 -1.70 2.94
C -2.83 -0.67 3.06
C -2.76 0.08 1.90
C -3.13 1.49 1.52
P -1.54 2.10 0.80
C -0.41 2.33 2.22
C 0.90 2.73 1.93
C 1.82 2.92 2.95
C 1.44 2.70 4.27
C 0.15 2.30 4.56
C -0.78 2.11 3.54
C -1.81 3.78 0.19
C -1.05 4.22 -0.90
C -1.18 5.52 -1.37
C -2.09 6.38 -0.76
C -2.85 5.95 0.31
C -2.71 4.65 0.79
N -1.85 -0.48 1.06
H 0.67 -2.35 1.91
H 0.40 -2.40 -0.93
H 3.99 -1.89 -1.52
H 5.57 -3.63 -0.78
H 5.66 -4.30 1.60
H 4.22 -3.17 3.26
H 2.69 -1.37 2.54
H -0.44 -1.03 -3.58
H 0.04 0.54 -5.30
H 1.95 1.95 -5.39
H 3.73 2.02 -3.75
H 3.74 0.98 -1.65
H -1.60 -2.44 3.67
H -3.46 -0.48 3.92
H -3.45 2.08 2.38
H -3.89 1.57 0.74
H 1.19 2.89 0.90
H 2.83 3.23 2.71
H 2.16 2.85 5.07
H -0.15 2.12 5.59
H -1.78 1.77 3.78
H -0.37 3.52 -1.39
H -0.59 5.85 -2.21
H -2.20 7.40 -1.13
H -3.56 6.62 0.78
H -3.31 4.32 1.63
S 2.19 -2.68 -3.18
C 1.61 -1.24 -2.81
N 0.41 0.29 -2.04
*
```

Properties
- expectation value of S² = 1.219
- orbital gap (alpha / beta) (Ha) = 0.2296 / 0.2137

Löwdin population analysis, charges in e, atoms 1 to 5: 1.0084 0.0634 -0.8500 0.6365 -0.0244

***

Repeat the first record exactly.
Computed, not measured: C39H33BrILuN5O2 as an isolated structure, with ωB97M-V/def2-TZVPD.

The geometry in ORCA input format:
```
! wB97M-V def2-TZVPD RIJCOSX def2/J DEFGRID3
* xyz 1 1
Lu 0.24 -0.23 -0.08
C -3.01 -1.66 -0.36
C -2.89 -2.65 0.80
C -2.31 -2.12 2.09
C -2.84 -2.60 3.28
C -2.26 -2.24 4.49
C -1.17 -1.38 4.45
C -0.74 -0.92 3.22
N -1.28 -1.27 2.04
N -1.84 -1.57 -1.27
C -1.43 -2.90 -1.78
C -0.09 -3.39 -1.29
C 0.22 -4.75 -1.34
C 1.53 -5.16 -1.13
C 2.50 -4.19 -0.90
C 2.09 -2.87 -0.80
N 0.83 -2.48 -0.96
C -2.26 -0.75 -2.41
C -2.38 0.72 -2.17
C -3.26 1.46 -2.96
C -3.26 2.84 -2.87
C -2.35 3.44 -2.00
C -1.54 2.63 -1.24
N -1.55 1.29 -1.28
H -3.20 -0.66 0.03
H -3.89 -1.96 -0.95
H -2.29 -3.51 0.50
H -3.89 -3.02 1.03
H -3.70 -3.24 3.27
H -2.64 -2.61 5.42
H -0.67 -1.07 5.35
H 0.10 -0.24 3.19
H -1.30 -2.82 -2.86
H -2.20 -3.66 -1.62
H -0.55 -5.47 -1.58
H 1.79 -6.20 -1.17
H 3.54 -4.45 -0.80
H 2.81 -2.09 -0.57
H -3.21 -1.13 -2.82
H -1.50 -0.85 -3.20
H -3.93 0.95 -3.64
H -3.91 3.44 -3.49
H -2.28 4.51 -1.91
H -0.82 3.08 -0.57
Br 0.29 5.54 0.50
C -0.55 5.30 2.19
C -1.12 6.39 2.83
C -1.72 6.23 4.06
C -1.76 4.98 4.66
C -1.19 3.89 4.02
C -0.59 4.04 2.78
I 0.33 2.27 1.85
H -1.07 7.36 2.36
H -2.16 7.08 4.56
H -2.22 4.85 5.62
H -1.20 2.92 4.48
C 3.81 -1.69 3.51
C 2.78 -2.54 3.16
C 1.84 -2.16 2.22
C 1.84 -0.89 1.60
C 2.91 -0.06 1.98
C 3.88 -0.45 2.90
H 4.55 -1.98 4.24
H 2.71 -3.52 3.61
H 1.06 -2.88 1.99
H 3.01 0.93 1.55
H 4.69 0.23 3.14
O 0.04 -0.73 -4.50
C 0.83 -0.11 -3.81
N 0.72 0.02 -2.44
C 1.76 0.73 -1.99
O 1.85 1.06 -0.79
C 2.68 1.08 -3.09
C 3.88 1.75 -3.12
C 4.44 1.98 -4.37
C 3.80 1.59 -5.53
C 2.59 0.89 -5.49
C 2.06 0.61 -4.25
H 4.35 2.09 -2.22
H 5.39 2.50 -4.44
H 4.23 1.84 -6.49
H 2.08 0.60 -6.40
*
```

Properties
- orbital gap (Ha) = 0.2916
- energy relative to the best compared isomer or geometry (same formula, charge and spin) (kcal/mol) = 22.7

Löwdin population analysis, charges in e, atoms 1 to 5: 1.5558 -0.1760 -0.1060 -0.2700 -0.0144